# 1
Molecular formula: C28H26AsCaN2O7SSbSe4
Method: DFT, ωB97M-V/def2-TZVPD

Each line ends with the Löwdin charge.
CARTESIAN COORDINATES (ANGSTROEM)
Ca1 0.837 -0.742 1.295  0.84
Se1 4.407 -1.508 -2.671  -0.33
Sb1 1.948 -1.737 -1.981  -0.37
Se2 0.974 0.456 -1.300  -0.26
Se3 1.632 -3.141 0.002  -0.26
Se4 1.171 -2.910 -4.064  -0.32
O1 2.656 -0.297 2.661  -0.65
S1 3.720 0.589 3.178  1.02
C1 3.191 2.333 3.218  -0.30
C2 2.355 2.517 4.329  -0.15
C3 2.150 3.729 4.901  -0.10
C4 2.819 4.839 4.398  -0.10
C5 3.501 4.753 3.199  -0.10
C6 3.826 3.515 2.647  -0.03
C7 5.148 0.802 2.032  -0.38
C8 6.219 1.565 2.521  -0.13
C9 7.339 1.646 1.692  -0.11
C10 7.336 1.173 0.385  -0.09
C11 6.283 0.361 -0.020  -0.07
C12 5.106 0.328 0.758  -0.05
H1 1.916 1.635 4.852  0.12
H2 1.544 3.828 5.858  0.13
H3 2.766 5.792 4.931  0.10
H4 3.838 5.693 2.715  0.11
H5 4.722 3.393 2.032  0.10
H6 6.211 1.957 3.551  0.12
H7 8.160 2.250 1.999  0.08
H8 8.127 1.492 -0.365  0.12
H9 6.364 -0.274 -0.920  0.04
H10 4.241 -0.200 0.336  0.09
O2 -0.422 1.087 3.515  -0.02
C13 -1.215 0.905 2.562  -0.61
O3 -1.369 -0.196 1.855  -0.22
C14 -1.878 2.100 1.953  -0.10
C15 -2.863 1.851 1.001  0.10
C16 -2.889 2.815 0.024  -0.13
C17 -2.361 4.121 0.125  0.12
C18 -1.735 4.335 1.340  -0.17
C19 -1.498 3.398 2.333  0.10
N1 -1.386 5.645 1.680  -0.33
O4 -1.217 6.471 0.771  0.06
O5 -1.275 5.937 2.902  0.04
N2 -3.487 2.525 -1.244  -0.31
O6 -3.686 1.308 -1.452  0.06
O7 -3.546 3.418 -2.099  0.06
H11 -3.455 0.931 0.843  0.15
H12 -2.418 4.846 -0.652  0.12
H13 -0.930 3.409 3.248  0.13
C20 -5.419 -2.831 -2.254  -0.35
As1 -3.712 -2.551 -1.291  1.13
C21 -2.799 -1.701 -2.832  -0.32
C22 -2.819 -4.378 -1.480  -0.35
C23 -3.106 -5.137 -2.694  -0.36
C24 -4.241 -5.943 -2.672  -0.08
C25 -4.527 -6.567 -3.895  -0.12
C26 -3.683 -6.551 -5.039  -0.11
C27 -2.558 -5.705 -5.031  -0.05
C28 -2.292 -5.011 -3.810  -0.04
H14 -6.272 -2.861 -1.564  0.00
H15 -5.382 -3.651 -2.926  -0.01
H16 -5.466 -1.912 -2.847  0.00
H17 -2.049 -1.051 -2.342  -0.01
H18 -3.564 -1.052 -3.393  0.04
H19 -2.332 -2.400 -3.527  -0.01
H20 -3.096 -4.971 -0.607  0.06
H21 -1.781 -4.118 -1.409  0.05
H22 -4.967 -6.085 -1.858  0.12
H23 -5.489 -7.126 -4.030  0.09
H24 -4.023 -7.128 -5.894  0.08
H25 -1.934 -5.582 -5.880  0.08
H26 -1.364 -4.432 -3.596  0.05

The calculation puts the HOMO-LUMO gap at 3.587 eV. The HOMO energy comes out at -1.038 eV. The LUMO energy comes out at 2.55 eV. The calculation puts the energy above the lowest of the compared OMol25 structures with the same formula, charge and spin at 0.00 kJ/mol. The electronic energy comes out at -404804.50672 eV. The total charge is -2. As for the spin multiplicity: 1.

=====

# 2
Molecular formula: C4H13NO2
Method: DFT, ωB97M-V/def2-TZVPD

Each line ends with the Löwdin charge.
CARTESIAN COORDINATES (ANGSTROEM)
C1 -1.748 -1.656 1.609  0.02
C2 -1.189 -0.606 0.996  -0.43
N1 -0.492 -0.785 -0.198  0.07
C3 -0.884 0.695 1.700  -0.22
C4 -2.103 1.498 2.125  -0.10
H1 -2.194 -1.529 2.587  0.06
H2 -1.952 -2.583 1.089  0.05
H3 -0.278 0.054 -0.691  0.07
H4 -0.629 -1.563 -0.826  0.09
H5 -0.049 1.234 1.253  0.10
H6 -0.357 0.364 2.605  0.11
H7 -3.041 1.129 1.713  0.07
H8 -2.185 1.453 3.210  0.07
H9 -2.039 2.539 1.797  0.07
O1 3.134 2.108 -2.831  -0.05
H10 3.309 1.264 -3.282  0.04
H11 2.545 1.821 -2.154  0.00
O2 2.209 -1.526 -2.136  -0.05
H12 1.381 -1.436 -1.641  0.00
H13 2.002 -1.659 -3.057  0.03

Its SMILES is C=C(N)CC.O.O. The calculation puts the HOMO-LUMO gap at 8.687 eV. The HOMO energy comes out at -8.299 eV. The LUMO energy comes out at 0.39 eV. The calculation puts the energy above the lowest of the compared OMol25 structures with the same formula, charge and spin at 117.91 kJ/mol. The electronic energy comes out at -9942.97458 eV. As for the spin multiplicity: 1.

=====

# 3
Molecular formula: C6H11N3O
Method: DFT, ωB97M-V/def2-TZVPD

Each line ends with the Löwdin charge.
CARTESIAN COORDINATES (ANGSTROEM)
H1 0.120 -0.605 2.046  0.10
N1 0.117 -0.042 1.283  0.25
C1 -0.066 1.179 0.989  -0.38
C2 -0.195 2.245 1.971  0.03
O1 -0.056 1.477 -0.344  0.09
C3 -0.129 0.416 -1.200  -0.19
C4 -1.482 -0.017 -1.526  0.18
N2 -1.590 -1.323 -1.341  0.21
C5 -0.391 -1.807 -0.879  -0.02
N3 0.469 -0.849 -0.625  -0.02
C6 1.896 -1.144 -0.324  0.10
H2 -0.111 3.343 1.624  0.14
H3 -1.269 2.178 2.166  0.11
H4 0.467 2.061 2.931  0.16
H5 0.544 0.944 -1.997  0.27
H6 -2.264 0.689 -1.576  0.17
H7 -2.409 -1.994 -1.441  0.25
H8 -0.230 -2.977 -0.770  0.24
H9 1.925 -2.117 -0.026  0.09
H10 2.352 -1.154 -1.294  0.13
H11 2.302 -0.504 0.333  0.08

Its SMILES is [H]/N=C(\C)O[C@@H]1C=[NH+]C=[N+]1C. The calculation puts the HOMO-LUMO gap (spin up / spin down) at 7.107 / 7.113 eV. The HOMO energy (spin up / spin down) comes out at -17.863 / -17.867 eV. The LUMO energy (spin up / spin down) comes out at -10.76 / -10.75 eV. The calculation puts the energy above the lowest of the compared OMol25 structures with the same formula, charge and spin at 395.55 kJ/mol. The electronic energy comes out at -12896.37257 eV. The total charge is +2. As for the spin multiplicity: 1.

=====

Question: Which of these has the highest electronic energy?
Answer: C4H13NO2

=====

Question: Number 1 is which compound?
Answer: C28H26AsCaN2O7SSbSe4

=====

Question: Among the records above, which one has the lowest electronic energy?
Answer: C28H26AsCaN2O7SSbSe4